{
  "formula": "C2HO3Yb",
  "method": "wB97M-V/def2-TZVPD",
  "e_homo_ev": -11.181,
  "charge": 1,
  "de_lowest_kcal_mol": 158.3,
  "spin_multiplicity": 1,
  "e_tot_ha": -1460.6126,
  "elements": ["Yb", "O", "O", "O", "C", "C", "H"],
  "positions_angstrom": [[3.362731, 0.112933, 0.132548], [1.248210, 0.332330, -0.855438], [0.698799, -0.363897, 0.316047], [-2.020139, -0.472824, 0.187120], [-0.382712, 1.092475, -0.791861], [-0.906372, 0.186004, -0.050021], [-2.000517, -0.887021, 1.061604]],
  "forces_ev_per_a": [[-3.03, 0.03, -0.63], [-0.13, 0.87, 0.90], [-0.23, -1.85, 0.98], [1.27, -0.11, 0.09], [0.85, 3.49, -3.22], [1.55, -2.80, 1.66], [-0.29, 0.37, 0.22]],
  "mulliken_charge": [1.62, -0.33, -0.39, -0.39, -0.58, 0.69, 0.37]
}